No. 1
The following is a quantum chemistry calculation of C11H14CaN2OP as an isolated structure in a non-equilibrium geometry, from the Open Molecules 2025 dataset.

Each line ends with the Löwdin charge.
Positions of all 30 atoms, in Å:
C: -0.103 0.157 5.162  -0.533
H: 0.143 4.605 -1.763  -0.136
C: -0.325 -2.622 -4.611  -0.222
H: 1.440 -3.491 -3.479  0.062
H: -0.912 -3.518 -4.842  0.057
C: -0.498 -0.703 1.466  -0.176
H: -0.500 -1.884 5.276  0.079
H: -1.218 -1.590 3.286  0.092
H: -1.736 3.818 -1.070  -0.123
C: 0.826 1.270 1.696  -0.276
C: 0.002 0.165 3.664  -0.191
N: 0.230 0.314 0.917  -0.264
H: -1.590 -0.953 -5.495  0.057
H: -0.485 -1.027 6.761  0.094
C: -0.691 -1.281 -4.946  -0.215
H: -0.962 -1.428 0.787  0.100
H: 1.235 1.965 3.666  0.107
Ca: 0.841 1.250 -0.955  0.714
O: 0.134 1.160 5.831  -0.008
C: 0.901 -2.616 -3.885  -0.214
C: 0.736 1.201 3.075  -0.049
N: -0.534 -0.998 5.754  0.130
H: -1.083 3.452 -3.119  -0.127
H: 1.415 2.086 1.224  0.015
C: 1.246 -1.241 -3.644  -0.254
C: -0.629 -0.784 2.847  -0.066
P: -0.564 3.347 -1.771  0.555
H: 2.144 -0.905 -3.135  0.024
C: 0.266 -0.416 -4.314  -0.255
H: 0.272 0.667 -4.383  0.024

E_HOMO (spin up / spin down) = -1.224 / -1.225 eV
E_tot = -44385.7764 eV
Kohn-Sham gap (spin up / spin down) = 3.2 / 3.2 eV
Total charge = -1

No. 2
The following is a quantum chemistry calculation of C11H14ClNS as an isolated structure in a non-equilibrium geometry, from the Open Molecules 2025 dataset.

Each line ends with the Löwdin charge.
Positions of all 28 atoms, in Å:
C: -0.256 1.735 1.295  -0.063
Cl: -2.402 -1.447 0.099  0.568
C: -1.162 2.872 1.026  -0.095
H: -0.296 -1.548 1.892  0.142
H: 1.045 -3.232 0.341  0.182
S: 2.097 -0.472 -2.260  0.778
H: 2.616 -2.317 -0.636  0.126
H: 0.562 -0.077 2.565  0.122
H: 3.477 -0.538 0.546  0.137
C: 1.498 -2.068 -0.176  -0.292
C: 2.465 -0.018 0.493  -0.265
H: -2.969 3.643 0.044  0.128
C: 0.687 -1.462 -1.325  -0.385
C: -2.405 2.752 0.481  -0.092
C: -0.593 0.455 0.958  -0.341
C: -2.750 1.362 0.161  -0.072
H: 2.609 0.954 1.029  0.112
H: 2.801 1.370 -1.131  0.038
H: -3.607 1.141 -0.503  0.106
H: -0.599 3.989 1.154  0.162
H: 0.706 2.061 1.695  0.109
H: 0.977 1.136 -1.020  0.120
N: 1.592 -1.134 1.011  -0.165
C: 2.076 0.670 -0.800  -0.496
C: -1.792 0.335 0.318  -0.482
H: 0.353 -2.143 -1.981  0.006
H: -0.149 -0.730 -0.788  0.071
C: 0.333 -0.570 1.600  -0.160

E_HOMO = -8.234 eV
E_tot = -36476.7415 eV
Kohn-Sham gap = 8.6 eV
Total charge = 0